# 1
51
Properties=species:S:1:pos:R:3:forces:R:3:nbo_charge:R:1 method="wB97M-V/def2-TZVPD" charge=-1 spin_multiplicity=1 lumo_ha=0.05768
C 2.698860 0.946458 -2.543965 -0.789 -1.231 0.679 -0.668
C 1.322010 1.409963 -3.302627 0.062 -0.256 -1.089 0.306
Br 2.030555 1.793367 -5.176636 0.239 0.298 -0.013 -0.104
O 0.270450 0.428159 -3.607528 2.185 1.638 1.991 -0.706
B -1.062862 1.095674 -3.793490 4.208 1.282 0.511 0.614
N -1.330973 1.281302 -5.277783 -4.140 -0.087 -3.338 -0.746
C -1.622311 -0.023926 -5.988119 5.312 -2.647 -5.012 0.965
O -0.600912 -0.536492 -6.729076 -7.781 3.139 5.389 -0.517
F -2.915868 -0.753356 -5.991994 3.835 2.650 0.392 -0.337
C -2.365285 2.348383 -5.559948 -6.255 -0.147 0.279 0.996
O -3.693979 2.207222 -5.500450 9.328 1.262 -0.716 -0.543
F -1.849753 3.711037 -5.948824 -1.058 -4.418 1.264 -0.361
P -2.265707 -0.023398 -2.783898 -2.597 -1.723 4.997 1.883
N -2.166297 0.419443 -1.197273 -0.922 -0.406 -2.249 -1.352
O -1.836573 -1.732881 -2.826735 -1.127 2.179 0.795 -0.984
O -3.957554 0.173293 -3.266723 2.140 0.840 0.983 -0.977
O -0.780087 2.475977 -3.345626 0.523 0.559 0.430 -0.722
C 0.609516 2.839064 -2.934849 -3.382 -1.765 -1.389 -0.045
C 0.379897 3.276268 -1.371592 -2.149 0.696 0.806 0.980
F 0.817086 2.278284 -0.368337 -1.049 3.688 -3.022 -0.336
F -1.108796 3.437956 -1.167161 5.257 -0.120 0.165 -0.332
F 0.948920 4.644548 -1.159544 -1.373 -4.312 0.055 -0.363
H 3.403465 1.840575 -2.220906 -1.736 -1.713 -0.991 0.233
H 2.394775 0.354438 -1.568088 0.590 1.235 -1.896 0.235
H 3.265423 0.194261 -3.259018 -1.187 1.731 1.567 0.244
H -3.108405 0.727134 -0.868331 1.014 -0.377 -0.300 0.353
H -1.956207 -2.114897 -1.886930 0.116 1.304 -1.860 0.517
H -4.238240 1.062508 -2.872038 0.718 -1.773 -0.840 0.492
H 0.860124 3.689879 -3.730798 0.075 -1.577 2.615 0.277
C -0.343017 -1.114929 2.378381 -0.335 1.052 -0.209 -0.124
C -1.670983 -1.185048 3.127587 0.557 0.216 0.471 -0.100
O -2.413308 -2.213158 2.475879 0.573 -0.756 -0.746 -0.675
S -1.377087 -3.342686 1.918349 0.047 0.261 -0.238 2.497
O -1.326317 -4.422033 2.879370 -0.010 0.986 -1.351 -0.899
O -1.641009 -3.551257 0.513626 0.171 -0.127 1.881 -0.880
O -0.010201 -2.466364 2.065255 -0.933 -1.021 0.275 -0.677
H -0.449406 -0.563803 1.438439 -0.083 0.002 0.063 0.224
H 0.446790 -0.657341 2.980122 -0.187 -0.371 -0.260 0.223
H -2.215972 -0.238514 3.098755 -0.039 -0.291 -0.207 0.218
H -1.520125 -1.486238 4.169631 0.020 0.092 -0.029 0.181
C 3.444288 -1.342624 7.197743 -0.142 -0.449 0.505 -0.101
C 3.038387 -2.569982 6.386229 0.718 -0.051 -0.070 -0.103
O 1.835796 -2.194876 5.718508 -0.221 1.147 0.175 -0.667
S 1.888062 -0.598056 5.390090 -0.050 0.078 -0.238 2.491
O 2.328269 -0.432825 4.022594 -0.625 0.097 1.884 -0.874
O 0.688004 0.014924 5.910207 1.393 -0.787 -0.972 -0.876
O 3.132108 -0.220604 6.373846 -0.551 -0.344 -0.828 -0.673
H 2.854370 -1.265011 8.116721 0.070 -0.058 -0.056 0.190
H 4.508371 -1.347087 7.448706 -0.179 0.184 -0.214 0.211
H 2.872780 -3.448508 7.014352 -0.237 0.194 -0.168 0.215
H 3.788930 -2.804221 5.623898 -0.012 -0.004 0.129 0.196

# 2
35
Properties=species:S:1:pos:R:3:forces:R:3:nbo_charge:R:1 method="wB97M-V/def2-TZVPD" charge=+2 spin_multiplicity=1 lumo_ha=-0.26504
Sc -0.542600 0.988220 0.091633 0.361 -0.589 -1.211 2.033
N 0.506638 0.173574 -1.804272 0.621 -0.249 -1.209 -0.943
C -0.538426 -0.270929 -2.868715 -0.953 -0.051 1.371 -0.225
C -1.099742 0.973987 -3.527072 0.015 0.897 -0.988 -0.456
C -2.218983 1.669104 -2.758515 1.442 -1.118 0.852 -0.208
N -1.652689 2.310179 -1.435660 -2.213 -0.361 -0.717 -0.947
H 1.236273 0.711141 -2.373642 -1.228 -0.674 1.148 0.419
H 1.010001 -0.704029 -1.597759 -0.128 0.442 0.288 0.419
H -1.438670 -0.808424 -2.339369 2.062 0.632 -0.931 0.235
H 0.008846 -0.935546 -3.548203 -0.537 0.144 0.038 0.240
H -1.576077 0.743036 -4.498900 0.509 -0.223 0.318 0.273
H -0.293913 1.726391 -3.760720 -0.568 -0.718 0.083 0.214
H -2.894488 0.888115 -2.404778 -0.215 0.228 -0.010 0.216
H -2.753581 2.315984 -3.457469 0.132 0.602 0.742 0.248
H -2.566192 2.627485 -1.031106 1.236 0.184 0.089 0.426
H -1.123437 3.134686 -1.678204 -0.056 0.545 -0.217 0.407
F -4.012231 1.278870 1.553325 0.933 0.242 -0.038 -0.449
B -2.833162 0.922265 1.996974 -1.143 1.985 -1.308 1.502
F -2.628355 -0.087920 2.699396 0.769 -1.869 1.506 -0.431
F -1.710899 1.748174 1.678030 -1.087 -0.241 0.288 -0.523
F -1.816831 -0.298687 0.028768 -0.071 -0.035 0.202 -0.643
S 3.449169 0.793969 2.353291 -0.827 0.253 -0.505 0.585
C 1.913172 1.305202 1.779845 1.183 2.513 0.335 -0.099
N 0.960057 0.453747 1.604794 0.449 -1.340 0.055 -0.635
C 1.466518 -0.832989 1.975627 0.278 0.445 -0.391 0.099
C 0.708213 -1.981408 1.960375 0.428 -0.722 -0.280 -0.222
C 1.362248 -3.191103 2.260768 0.305 0.388 0.548 -0.169
C 2.718667 -3.213057 2.659386 -0.557 3.976 -0.836 -0.148
C 3.478354 -1.991470 2.702188 0.485 -1.203 -0.142 -0.174
C 2.845474 -0.821422 2.318396 -1.145 -0.590 0.398 -0.259
H 1.760713 2.391995 1.622941 0.161 -0.657 0.030 0.234
H -0.331915 -1.863018 1.653459 0.138 -0.587 0.228 0.233
H 0.837057 -4.139688 2.273448 -0.139 0.197 -0.137 0.251
H 3.190579 -4.086947 2.921661 0.877 -1.960 0.514 0.242
H 4.580213 -1.929486 2.950077 -1.516 -0.484 -0.111 0.258

# 3
41
Properties=species:S:1:pos:R:3:forces:R:3:mulliken_spin:R:1 method="wB97M-V/def2-TZVPD" charge=-1 spin_multiplicity=2 de_lowest_kcal_mol=110.9 lumo_ha="0.07688 / 0.07630" s2=0.85
Ir 0.630140 -0.356805 0.576679 2.979 1.784 -0.522 0.115
N -0.879187 0.195976 4.279881 0.086 -0.160 0.066 0.001
C -0.225347 0.545140 3.158171 -0.053 -0.076 0.211 0.000
O 0.868555 0.054424 2.864289 -0.061 -0.285 -0.166 -0.005
C -0.862424 1.572830 2.269466 -0.085 0.274 -0.104 0.021
C -0.092126 1.631209 0.962387 -1.285 -1.591 0.016 0.012
H -0.651588 -0.709715 4.674717 0.045 -0.029 0.053 0.000
H -1.835656 0.485714 4.381464 -0.029 0.030 -0.031 0.000
H -0.883049 2.534155 2.800980 -0.033 -0.026 0.022 -0.001
H -1.900458 1.282476 2.093123 0.001 -0.002 -0.010 0.000
H 0.811161 2.235336 1.078311 0.351 -0.423 -0.205 -0.002
H -0.713768 2.051359 0.175446 0.091 -0.014 -0.100 -0.019
C -1.878213 1.239389 -4.450031 0.022 -0.139 0.107 0.009
Si -0.494479 1.772234 -3.289141 -0.215 0.328 -0.440 0.022
C 1.048866 2.087287 -4.327161 0.044 -0.141 0.136 0.042
C -1.033703 3.406112 -2.518901 0.045 -0.058 0.158 0.020
C -0.136878 0.540939 -2.004463 0.537 0.032 -0.498 0.718
C 0.751883 -0.223712 -1.417930 -0.770 -0.217 1.549 0.026
H -2.032522 1.982015 -5.238022 0.040 0.016 0.046 0.001
H -2.821601 1.119470 -3.910743 0.043 -0.024 -0.016 0.000
H -1.641091 0.285684 -4.928744 -0.025 0.032 0.026 -0.001
H 0.854274 2.743111 -5.180523 -0.064 -0.004 0.057 0.005
H 1.441157 1.139827 -4.708622 0.014 0.062 -0.004 0.002
H 1.832506 2.542761 -3.715328 -0.016 -0.027 -0.039 -0.004
H -1.236408 4.162214 -3.283164 0.030 -0.078 -0.030 -0.002
H -0.259613 3.800420 -1.854101 -0.043 -0.019 -0.018 -0.001
H -1.945812 3.275407 -1.929084 0.047 0.000 -0.015 0.002
F -0.850468 -3.011016 0.134225 0.252 0.191 -0.025 0.002
B 0.194996 -2.464212 0.844280 -2.220 0.075 0.475 0.026
F 1.297706 -3.283334 0.835640 0.356 0.854 -0.362 0.004
Se 3.889944 -1.924437 -3.646433 -0.789 -0.861 -0.234 -0.017
C 2.361138 -1.596786 -2.745436 2.988 1.037 -0.418 -0.017
N 1.855780 -0.836961 -2.014874 -2.199 -0.204 -0.035 0.062
F 1.300687 -4.487946 5.071122 0.121 0.019 -0.063 0.000
C 1.410925 -3.668372 4.005690 -0.211 -0.183 0.392 0.002
F 2.241441 -4.235621 3.149146 -0.057 0.064 -0.142 0.000
F 1.932908 -2.520098 4.434390 0.012 0.056 -0.174 0.000
S -0.336234 -3.428846 3.419835 -0.195 0.165 0.288 -0.004
O -0.781847 -4.713974 2.991697 0.182 0.047 -0.296 0.000
O -0.940679 -2.870846 4.603331 -0.004 0.235 -0.067 0.000
O -0.290917 -2.352807 2.358433 0.066 -0.741 0.409 -0.018

# 4
36
Properties=species:S:1:pos:R:3:forces:R:3:mulliken_spin:R:1 method="wB97M-V/def2-TZVPD" charge=0 spin_multiplicity=2 de_lowest_kcal_mol=0.0 lumo_ha="0.01672 / 0.01440" s2=0.75
Ca 0.187738 -0.029516 0.253401 0.666 0.295 -0.411 1.016
Cl 2.622431 0.878064 2.269927 -1.151 3.299 2.333 0.015
O 1.612140 0.665673 3.266765 -0.507 -0.113 0.237 0.002
O 2.979823 -0.353759 1.743073 1.560 -3.401 -1.541 -0.002
O 2.042344 1.656176 1.187165 -0.938 0.169 -1.126 -0.010
O 3.692985 1.629619 2.838071 0.485 -0.442 -0.322 -0.001
C 4.549006 -0.844287 -2.201763 -1.555 -0.117 0.554 0.011
C 3.096118 -0.746071 -1.842029 -0.273 -0.220 -0.505 0.140
N 1.976001 -0.727897 -1.561322 1.162 0.007 0.068 -0.120
H 4.988942 -1.084509 -1.233851 0.623 0.320 -0.218 0.000
H 4.874667 0.087242 -2.664682 0.146 -0.076 0.370 -0.003
H 4.716714 -1.671766 -2.891155 -0.170 0.037 0.060 -0.009
C 0.078073 3.686803 -3.163994 -0.170 -1.475 1.062 0.305
C 0.100167 2.438424 -2.307929 0.393 0.238 0.180 0.094
N 0.132102 1.465457 -1.684160 -0.175 1.546 -0.677 -0.133
H -0.838123 3.564411 -3.741666 0.239 0.284 -0.473 -0.089
H 1.010413 3.710015 -3.728176 -0.314 -0.043 -0.282 -0.042
H 0.007003 4.597878 -2.569859 -0.035 -0.254 0.248 -0.061
C 0.488950 -4.195529 2.639097 -0.328 -0.196 -0.271 0.043
C 0.458205 -3.193437 1.591395 0.138 1.555 -1.685 0.039
N 0.475553 -2.414042 0.728922 -0.170 -1.458 1.742 -0.087
H -0.490733 -4.262607 3.112186 0.104 0.247 0.171 -0.021
H 1.276390 -3.953102 3.352723 -0.106 -0.152 -0.028 -0.007
H 0.638107 -5.157959 2.149631 0.334 -0.049 0.160 0.002
C -4.153730 -0.113643 -2.413212 0.259 -0.945 0.498 1.231
C -3.041470 -0.239266 -1.460763 2.763 0.256 1.782 0.061
N -2.155853 -0.252449 -0.678782 -2.564 0.077 -2.416 -0.620
H -4.874168 0.638016 -2.090575 -0.006 0.249 0.107 -0.315
H -4.607372 -1.103768 -2.368991 -0.424 0.041 -0.161 -0.134
H -3.825791 0.031150 -3.442571 0.259 0.242 0.183 -0.246
C -3.379281 1.119233 2.966111 -1.200 0.105 0.451 0.611
C -2.194074 0.455581 2.517244 2.623 -1.423 -1.377 -0.325
N -1.221077 -0.088613 2.162451 -2.594 1.403 1.196 -0.061
H -3.125797 2.016215 3.531151 -0.038 -0.145 0.138 -0.084
H -3.984565 0.412720 3.534060 0.324 -0.020 0.621 0.015
H -4.111835 1.379545 2.202106 0.641 0.161 -0.669 -0.214

# 5
31
Properties=species:S:1:pos:R:3:forces:R:3:nbo_charge:R:1 method="wB97M-V/def2-TZVPD" charge=+1 spin_multiplicity=1 lumo_ha=-0.26803
C 4.453064 -1.941527 0.579881 0.060 -0.183 0.044 -0.292
C 3.861442 -1.142323 -0.087858 0.276 0.138 0.158 0.168
N 3.239311 -0.212786 -0.830146 -0.736 -0.174 -0.139 -0.599
C 2.416162 0.823070 -0.159942 0.150 0.035 -0.579 -0.146
C 1.078474 0.976335 -0.897522 0.071 0.442 0.004 -0.388
C -0.073385 1.344111 0.024932 -0.188 -0.217 -0.506 -0.432
C -1.394923 1.383304 -0.714754 -0.212 0.207 0.406 -0.406
C -2.562870 1.299151 0.276603 0.296 -0.037 -0.783 -0.208
N -3.189490 -0.074857 0.154975 -1.080 -1.113 0.296 -0.846
C -2.280082 -1.038580 0.781152 0.676 -0.175 0.327 0.636
C -1.551550 -1.949714 -0.197920 -0.134 0.384 0.119 -0.815
O -2.127377 -1.161607 1.948715 -0.435 0.088 0.166 -0.392
C 2.218089 0.540304 1.346096 -0.225 -0.678 0.590 0.736
O 1.380710 -0.379501 1.617551 0.029 -0.196 -0.368 -0.777
O 2.868102 1.228640 2.119636 0.062 0.268 0.108 -0.658
H 4.946649 -2.659152 1.179681 0.110 -0.079 0.100 0.237
H 2.728720 -0.672523 -1.572044 0.086 0.172 -0.182 0.369
H 2.963718 1.757115 -0.251338 0.072 0.146 0.229 0.217
H 1.148206 1.765463 -1.648379 0.200 -0.029 -0.210 0.211
H 0.845522 0.059893 -1.451787 -0.132 -0.177 0.110 0.159
H 0.126038 2.282673 0.536313 0.006 0.071 0.152 0.237
H -0.164873 0.553837 0.763357 0.277 0.100 0.394 0.246
H -1.405087 0.481645 -1.331257 -0.180 0.117 -0.436 0.154
H -1.537214 2.246715 -1.358922 0.163 0.036 -0.195 0.231
H -2.219427 1.359899 1.305333 0.032 0.266 0.122 0.233
H -3.310583 2.057666 0.082793 -0.324 -0.107 0.040 0.227
H -3.995193 -0.085011 0.789059 0.107 0.413 0.218 0.403
H -0.479775 -1.882460 -0.008533 0.359 -0.043 0.164 0.384
H -1.720125 -1.596896 -1.216977 0.740 0.058 -0.468 0.144
H -1.869019 -2.984655 -0.056793 0.269 -0.459 0.112 0.231
Ca -3.808010 -2.046831 -1.275363 -0.395 0.724 0.007 1.737

# 6
34
Properties=species:S:1:pos:R:3:forces:R:3:nbo_charge:R:1 method="wB97M-V/def2-TZVPD" charge=+2 spin_multiplicity=1 lumo_ha=-0.32207
O 0.485393 -3.229675 -2.375413 -0.043 5.208 0.068 -0.299
C 0.427245 -2.075851 -2.371652 0.015 -7.208 -0.511 0.390
Cd -0.007563 0.016944 -2.380332 -0.584 0.154 0.061 1.431
O -2.221502 0.017838 -5.531561 -0.411 -0.002 -0.608 -0.329
C -1.508369 0.010451 -4.683675 0.628 0.013 1.098 0.439
C 2.482635 0.023318 -2.705225 5.969 0.016 -0.989 0.398
O 3.628232 0.021654 -2.880635 -5.131 0.008 0.822 -0.339
C 0.427300 2.120254 -2.312856 0.189 7.395 -0.786 0.366
O 0.482529 3.275591 -2.278528 -0.083 -5.173 0.101 -0.306
C -1.821383 3.192980 1.736789 -0.107 0.724 0.283 -0.630
C -1.192837 2.461297 0.625715 0.073 0.155 -0.716 -0.070
O -1.539253 1.086770 0.766951 0.832 -1.390 -0.867 -0.795
P -0.417037 0.118174 0.162804 -1.745 -0.220 2.207 1.576
O 0.432264 -0.015060 1.528065 0.216 -0.416 -1.368 -0.809
C 1.783307 -0.649687 1.617534 -1.267 -0.669 0.770 -0.056
C 2.863297 0.367633 1.549413 0.272 0.001 0.124 -0.643
O -1.365023 -1.152209 -0.199137 1.554 0.746 0.049 -0.854
C -1.608807 -2.124677 0.858557 -1.657 0.532 0.152 -0.082
C -0.826549 -3.332604 0.539577 -0.016 -0.660 0.203 -0.638
H -2.900056 3.052525 1.736647 0.000 0.012 0.048 0.241
H -1.591184 4.236410 1.571803 -0.153 0.461 0.279 0.236
H -1.398017 2.881979 2.690269 -0.067 -0.002 0.008 0.236
H -1.582272 2.713587 -0.367649 0.024 0.625 0.181 0.168
H -0.098833 2.590523 0.625731 -0.077 0.034 0.090 0.167
H 1.764127 -1.209409 2.595500 0.010 0.603 -1.077 0.240
H 1.805630 -1.367865 0.802506 0.374 -0.277 -0.039 0.159
H 2.794829 1.070933 2.374497 0.008 0.065 0.034 0.251
H 3.811041 -0.167358 1.628623 0.096 0.165 -0.023 0.255
H 2.843620 0.914944 0.609543 0.053 0.097 -0.130 0.191
H -1.328636 -1.629208 1.786418 -0.110 -0.367 0.206 0.206
H -2.713856 -2.277896 0.851975 0.900 -0.065 0.122 0.231
H 0.237791 -3.127372 0.468672 0.205 0.044 0.111 0.190
H -0.987379 -4.030301 1.348971 0.119 -0.477 0.099 0.261
H -1.160671 -3.784637 -0.389898 -0.089 -0.132 -0.005 0.220

| no. | electronic energy (Ha) | largest force on an atom (eV Å⁻¹) |
| --- | --- | --- |
| 1 | -5788.79579 | 9.97 |
| 2 | -2137.32193 | 4.10 |
| 3 | -4518.24646 | 3.51 |
| 4 | -2102.30231 | 4.20 |
| 5 | -1402.39598 | 1.58 |
| 6 | -1425.16640 | 7.44 |